1.
{
  "formula": "C17H27NO3",
  "method": "ωB97M-V with the def2-TZVPD basis set",
  "species": ["C", "C", "C", "C", "C", "C", "C", "H", "O", "C", "C", "O", "H", "C", "N", "C", "C", "O", "C", "C", "H", "H", "H", "H", "H", "H", "H", "H", "H", "H", "H", "H", "H", "C", "C", "H", "H", "H", "C", "H", "H", "H", "H", "H", "H", "H", "H", "H"],
  "positions_angstrom": [[-3.29635, -1.95281, -2.85446], [-2.85848, -1.13313, -1.67774], [-3.57508, -0.02035, -1.27229], [-3.14725, 0.72639, -0.18768], [-1.99732, 0.40220, 0.51003], [-1.26484, -0.72408, 0.09748], [-1.70569, -1.47738, -0.98173], [-1.16326, -2.35696, -1.29204], [-0.13975, -1.01367, 0.81852], [0.68871, -2.06973, 0.39365], [2.01602, -1.96959, 1.15492], [2.42938, -3.28440, 1.46113], [3.27369, -3.24637, 1.92405], [3.08853, -1.25529, 0.31012], [2.55655, -0.09624, -0.37071], [2.34920, 1.04264, 0.50537], [1.62176, 2.13458, -0.27713], [2.35813, 2.53120, -1.41119], [2.59512, 1.42712, -2.25013], [3.34873, 0.31765, -1.51457], [3.48556, -0.53379, -2.18476], [4.34220, 0.69376, -1.20995], [3.18017, 1.79975, -3.09287], [1.63769, 1.02459, -2.61456], [1.49309, 3.02939, 0.33386], [0.63748, 1.75172, -0.58464], [1.73317, 0.73442, 1.34880], [3.30988, 1.43816, 0.88400], [3.95728, -1.00607, 0.94944], [3.42164, -1.96947, -0.44935], [1.82349, -1.41391, 2.08451], [0.23252, -3.04058, 0.62871], [0.88284, -2.00570, -0.68183], [-1.54952, 1.18057, 1.72425], [-2.25356, 0.62449, 2.96592], [-3.33187, 0.73395, 2.86963], [-2.02356, -0.43122, 3.08630], [-1.92787, 1.15615, 3.85759], [-1.79285, 2.68391, 1.59825], [-1.40842, 3.05794, 0.65227], [-2.85270, 2.91767, 1.66105], [-1.28756, 3.20778, 2.40702], [-0.47495, 1.01593, 1.84048], [-3.72940, 1.58158, 0.11811], [-4.47572, 0.26210, -1.79748], [-4.35864, -1.82083, -3.04443], [-3.09627, -3.00909, -2.68800], [-2.75192, -1.64502, -3.74793]],
  "forces_ev_per_angstrom": [[0.06, 0.06, -0.03], [-0.10, 0.11, 0.08], [-0.03, -0.12, -0.09], [0.16, -0.06, 0.02], [0.31, -0.05, 0.09], [-0.18, 0.12, -0.08], [0.21, -0.11, 0.10], [0.09, -0.09, -0.01], [-0.23, 0.27, 0.02], [0.38, -0.51, 0.04], [-0.20, 0.51, -0.15], [0.16, -0.31, 0.07], [-0.06, -0.01, -0.03], [-0.19, -0.09, 0.10], [0.17, -0.02, 0.02], [-0.20, 0.25, -0.14], [-0.02, -0.09, 0.39], [0.09, 0.16, 0.02], [0.24, -0.30, -0.16], [-0.18, 0.25, -0.18], [0.03, 0.01, 0.00], [-0.03, -0.04, -0.04], [-0.05, -0.08, 0.01], [0.09, 0.01, -0.01], [-0.05, -0.07, 0.01], [0.01, 0.03, 0.05], [0.00, 0.06, 0.06], [-0.06, -0.03, 0.01], [-0.01, -0.04, -0.08], [0.00, 0.00, 0.07], [-0.02, -0.04, -0.14], [0.00, 0.12, -0.05], [-0.08, 0.00, 0.06], [-0.09, 0.07, 0.07], [0.27, 0.03, -0.09], [-0.12, 0.02, -0.01], [-0.02, -0.13, 0.07], [0.00, 0.04, 0.15], [0.14, -0.23, -0.02], [0.01, 0.11, -0.09], [-0.13, 0.08, -0.01], [0.00, 0.08, 0.09], [-0.09, 0.03, 0.01], [-0.05, 0.14, 0.06], [-0.10, 0.01, -0.06], [-0.06, -0.03, -0.05], [-0.02, -0.09, -0.04], [-0.01, -0.04, -0.09]],
  "nbo_charge": [-0.62, -0.01, -0.24, -0.18, -0.07, 0.31, -0.26, 0.21, -0.51, -0.08, 0.08, -0.71, 0.47, -0.23, -0.45, -0.26, -0.08, -0.52, -0.07, -0.24, 0.20, 0.17, 0.19, 0.17, 0.19, 0.17, 0.21, 0.17, 0.17, 0.21, 0.17, 0.19, 0.19, -0.23, -0.59, 0.20, 0.21, 0.20, -0.60, 0.21, 0.20, 0.21, 0.21, 0.21, 0.21, 0.22, 0.21, 0.22],
  "homo_lumo_gap_ev": 8.9491,
  "lumo_ev": 0.724,
  "total_charge": 0,
  "total_energy_ev": -25699.2385,
  "e_homo_ev": -8.2,
  "smiles": "Cc1ccc(C(C)C)c(OC[C@@H](O)CN2CCOCC2)c1",
  "relative_energy_kcal_mol": 35.0
}

2.
{
  "formula": "C5H16NO2",
  "method": "ωB97M-V with the def2-TZVPD basis set",
  "species": ["C", "C", "C", "C", "C", "N", "H", "H", "H", "H", "H", "H", "H", "H", "H", "H", "H", "H", "H", "H", "O", "H", "H", "O"],
  "positions_angstrom": [[-0.13645, 0.39163, -0.49635], [0.31005, -0.42836, 0.69253], [0.46473, -1.91512, 0.39069], [-1.98907, -2.47515, 0.10789], [-0.72647, -2.58569, -0.29257], [0.54304, 1.73422, -0.59817], [0.17298, -0.13826, -1.39470], [-1.21610, 0.45311, -0.55833], [-0.37859, -0.38722, 1.55216], [1.21322, -0.13339, 1.20517], [1.33710, -2.10565, -0.24960], [0.65941, -2.47461, 1.30646], [-2.38139, -1.94083, 0.96174], [-2.74037, -2.99227, -0.47621], [-0.50496, -3.12937, -1.19758], [1.30592, 1.85469, 0.07627], [-0.14309, 2.52039, -0.51343], [0.88348, 1.91494, -1.54222], [3.72872, 1.42382, 1.51245], [3.05509, 0.07322, 1.06810], [3.05839, 1.03502, 0.94111], [-2.60616, 2.72532, -1.38647], [-2.12222, 3.52504, -0.16971], [-1.78724, 3.05452, -0.93924]],
  "forces_ev_per_angstrom": [[0.81, -0.68, -0.51], [-0.59, -0.95, 1.75], [-0.07, -0.93, -0.83], [-0.11, -0.49, -0.69], [-0.04, 1.04, 0.58], [-0.83, 1.15, -0.02], [0.00, -0.07, -0.09], [0.00, 0.58, 0.11], [-0.35, 0.36, -0.54], [0.28, 0.57, -0.50], [-0.04, 0.25, 0.10], [0.09, 0.21, 0.18], [0.38, 0.14, 0.20], [-0.11, 0.01, 0.05], [-0.04, -0.27, -0.04], [0.25, -0.31, -0.07], [0.03, -0.75, 0.26], [0.41, -0.38, 0.07], [0.09, -0.23, 0.02], [0.45, 0.50, 0.11], [-0.31, -0.03, -0.23], [1.05, 0.38, 0.40], [-0.12, 0.22, 0.06], [-1.20, -0.29, -0.37]],
  "nbo_charge": [-0.23, -0.44, -0.44, -0.39, -0.19, -0.70, 0.22, 0.25, 0.23, 0.23, 0.21, 0.24, 0.20, 0.21, 0.21, 0.47, 0.47, 0.43, 0.50, 0.49, -0.98, 0.51, 0.50, -0.98],
  "homo_lumo_gap_ev": 9.8191,
  "lumo_ev": -3.001,
  "total_charge": 1,
  "total_energy_ev": -11022.7856,
  "e_homo_ev": -12.8,
  "relative_energy_kcal_mol": 25.2
}

3.
{
  "formula": "C4H4LiLuO5",
  "method": "ωB97M-V with the def2-TZVPD basis set",
  "species": ["O", "C", "C", "O", "O", "C", "H", "H", "H", "H", "O", "C", "O", "Li", "Lu"],
  "positions_angstrom": [[-0.33459, 0.77811, 1.18276], [0.35292, 1.67015, 0.50767], [0.43982, -0.56313, 1.18130], [-0.15685, 2.61698, -0.06236], [1.57138, 1.23792, 0.21301], [1.83589, -0.03031, 0.83526], [0.26060, -1.51297, 0.66717], [0.23775, -0.87744, 2.20974], [2.36704, -0.65485, 0.11099], [2.45712, 0.13383, 1.72258], [-0.88696, -1.65693, -2.10743], [-1.07726, -0.47980, -1.64904], [-2.35363, -0.17924, -1.48841], [-1.64764, 1.71465, -1.19985], [-3.06557, -2.19696, -2.12341]],
  "forces_ev_per_angstrom": [[-0.48, -2.63, -0.08], [0.12, -1.01, -2.62], [0.56, 1.18, 2.21], [-0.22, 0.08, 0.61], [0.49, 0.44, 0.41], [0.08, -0.06, 0.49], [-1.37, 1.10, -1.32], [0.78, 0.34, 0.11], [-0.17, 0.23, 0.15], [-0.08, -0.02, -0.22], [-1.06, -1.08, -0.11], [0.68, 0.44, -0.17], [-1.67, -0.37, -0.10], [0.44, -0.18, 0.32], [1.89, 1.54, 0.32]],
  "lowdin_spin": [0.00, 0.00, 0.00, 0.00, 0.00, 0.00, 0.00, 0.00, 0.00, 0.00, 0.12, 0.07, 0.12, 0.01, 0.67],
  "s2": 0.755,
  "homo_lumo_gap_ev": [7.1840, 6.0139],
  "lumo_ev": [-3.968, -5.837],
  "total_charge": 1,
  "total_energy_ev": -48268.1946,
  "multiplicity": 2,
  "e_homo_ev": [-11.2, -11.9],
  "relative_energy_kcal_mol": 30.8
}